Record 1
{"formula": "C7H8N2O2", "method": "the ωB97M-V functional and the def2-TZVPD basis", "e_above_lowest_ev": 5.8472, "orbital_gap_ev": [6.912, 5.750], "e_homo_ev": [-7.756, -6.839], "elements": ["C", "C", "C", "C", "C", "C", "C", "N", "N", "O", "O", "H", "H", "H", "H", "H", "H", "H", "H"], "coordinates": [[-2.31485, 1.28351, -0.48626], [-1.81724, 1.36986, 0.82972], [-1.82090, 0.24538, -1.27520], [-0.85738, 0.45190, 1.19579], [-0.82971, -0.60860, -0.91885], [-0.19105, -0.42643, 0.38476], [0.92623, -1.08984, 0.81012], [1.69771, -1.90896, 0.05483], [2.51328, 0.67168, -0.10318], [2.32214, 1.84855, -0.29753], [3.33303, -0.06453, -0.60603], [-3.10334, 2.03269, -0.74395], [-2.00290, 2.17376, 1.51666], [-2.19910, 0.11127, -2.36119], [-0.49909, 0.48705, 2.27537], [-0.62007, -1.28598, -1.60913], [1.33509, -0.95947, 1.74716], [1.72904, -2.05727, -0.92713], [2.39911, -2.27456, 0.51405]]}

Record 2
{"formula": "B2CsH8", "method": "the ωB97M-V functional and the def2-TZVPD basis", "e_above_lowest_ev": 4.6343, "orbital_gap_ev": 7.156, "e_homo_ev": -4.938, "total_charge": -1, "elements": ["Cs", "B", "H", "H", "H", "H", "B", "H", "H", "H", "H"], "coordinates": [[-1.56192, 0.51717, -0.10919], [0.06471, -0.68521, -1.78398], [0.56369, -1.58055, -1.44689], [-0.99210, -0.78893, -1.59255], [0.52169, 0.15062, -1.27723], [0.23096, -0.57298, -2.84417], [0.25539, 0.59653, 1.80642], [-0.31729, 1.50969, 1.85571], [0.39964, 0.19932, 2.79923], [-0.36288, -0.11537, 1.28184], [1.19808, 0.76967, 1.31084]]}

Record 3
{"formula": "C23H43BCl2F4N3O4PrSi", "method": "the ωB97M-V functional and the def2-TZVPD basis", "e_above_lowest_ev": 0.2893, "orbital_gap_ev": [8.534, 8.562], "spin_multiplicity": 3, "e_homo_ev": [-8.041, -8.069], "s2": 2.00, "elements": ["C", "C", "H", "H", "H", "C", "C", "H", "H", "H", "H", "Pr", "Cl", "C", "O", "N", "C", "C", "H", "H", "H", "H", "H", "H", "H", "H", "H", "C", "C", "N", "H", "C", "O", "H", "H", "H", "H", "H", "H", "C", "C", "N", "H", "C", "O", "H", "H", "H", "H", "O", "C", "C", "C", "H", "C", "H", "C", "H", "C", "C", "H", "H", "H", "Si", "Cl", "C", "C", "C", "H", "H", "H", "H", "H", "H", "H", "H", "H", "F", "B", "F", "F", "F"], "coordinates": [[-4.38731, 0.57426, -1.80476], [-3.76129, 1.67514, -0.98282], [-5.22335, 0.09670, -1.26996], [-3.63811, -0.18887, -2.05491], [-4.79741, 0.99149, -2.74425], [-4.47629, 2.58211, -0.29709], [-5.95322, 2.55914, -0.14567], [-3.97335, 3.46637, 0.09294], [-6.39714, 1.57953, -0.36140], [-6.40575, 3.30736, -0.81008], [-6.21694, 2.85030, 0.87737], [0.26469, -0.65676, -0.32981], [0.26769, -1.09940, -2.98014], [1.54490, 2.46459, 0.16742], [0.94585, 1.50039, 0.70997], [2.17701, 3.40246, 0.87343], [2.37651, 3.20679, 2.30496], [2.70812, 4.62165, 0.28096], [1.54399, 2.57072, -0.93193], [2.26914, 2.14162, 2.52844], [1.63383, 3.78239, 2.88020], [3.37777, 3.55795, 2.58954], [2.51291, 4.62349, -0.79268], [3.78705, 4.70016, 0.46020], [2.22947, 5.50005, 0.72808], [4.73270, -3.98292, 0.59466], [4.53898, -3.75046, -1.88203], [3.69299, -3.71508, 0.78776], [3.68044, -4.38561, -1.63146], [2.97504, -3.86531, -0.47111], [3.62962, -2.68819, 1.16038], [1.74482, -3.40625, -0.60837], [1.05828, -2.88993, 0.31188], [2.97931, -4.41058, -2.47534], [1.37345, -3.40449, -1.64547], [3.27922, -4.39442, 1.54276], [4.03354, -5.40340, -1.42599], [-3.79576, -0.36664, 0.75827], [-3.85525, 2.10304, 2.42403], [-3.62150, -0.70441, 1.79307], [-3.49363, 1.37035, 3.15965], [-2.79758, 0.27437, 2.49651], [-3.11996, -1.67609, 1.77895], [-1.46141, 0.19268, 2.46867], [-0.84045, -0.72992, 1.88306], [-2.81236, 1.86544, 3.85885], [-0.93328, 0.99235, 3.02441], [-4.58019, -0.76362, 2.31935], [-4.35770, 0.96239, 3.69310], [-1.75588, 0.58286, -0.54066], [-2.23862, 1.75465, -1.04331], [-1.57265, 3.25861, 0.92575], [-1.62460, 3.02941, -0.44730], [-1.86760, 2.44596, 1.60655], [-1.18483, 4.51587, 1.41103], [-2.02902, 1.78798, -2.12806], [-1.15638, 3.99408, -1.33169], [-1.20119, 4.70480, 2.49427], [-0.75999, 5.49699, 0.51460], [-0.74711, 5.23616, -0.85460], [-1.16273, 3.75872, -2.39702], [-0.45273, 6.47313, 0.88822], [-0.40523, 5.98467, -1.56304], [-1.99163, -4.57932, -1.49502], [-1.97263, -2.46536, -0.83892], [-1.68740, -5.50065, 0.09505], [-0.83052, -4.63018, -2.93569], [-3.51394, -5.45724, -2.18809], [-1.24657, -4.85438, 0.86769], [-1.03497, -6.37673, -0.05224], [-2.66266, -5.87528, 0.45781], [-4.32333, -5.56263, -1.44922], [-3.20848, -6.48565, -2.46815], [-3.91185, -4.99029, -3.09893], [-0.31535, -3.66936, -3.09331], [-1.43682, -4.84603, -3.84120], [-0.09245, -5.43565, -2.82640], [2.42081, 0.35681, -1.40648], [3.46415, -0.07535, -0.47732], [4.17457, 1.03397, -0.05766], [2.68671, -0.63529, 0.64971], [4.22229, -1.07784, -1.07414]]}

Record 4
{"formula": "C29H43Cl4FO21", "method": "the ωB97M-V functional and the def2-TZVPD basis", "orbital_gap_ev": [1.659, 10.746], "spin_multiplicity": 2, "e_homo_ev": [0.303, -8.737], "s2": 0.75, "total_charge": -1, "elements": ["C", "C", "C", "O", "C", "O", "O", "H", "H", "H", "H", "H", "H", "C", "C", "C", "O", "C", "O", "O", "H", "H", "H", "H", "H", "H", "C", "C", "C", "O", "C", "O", "O", "H", "H", "H", "H", "H", "H", "C", "C", "C", "O", "C", "O", "O", "H", "H", "H", "H", "H", "H", "C", "C", "C", "O", "C", "O", "O", "H", "H", "H", "H", "H", "H", "C", "C", "C", "O", "C", "O", "O", "H", "H", "H", "H", "H", "H", "C", "Cl", "Cl", "H", "H", "C", "Cl", "Cl", "H", "H", "C", "C", "O", "C", "O", "O", "F", "H", "H", "H"], "coordinates": [[-15.33624, 33.69267, 12.89321], [-15.38188, 32.58450, 11.82999], [-16.39417, 32.94923, 10.71605], [-15.64188, 32.89968, 9.51504], [-14.32345, 32.81290, 9.80882], [-13.36841, 32.80020, 9.02887], [-14.15978, 32.64973, 11.15983], [-15.24698, 34.65900, 12.39687], [-14.53899, 33.42709, 13.58745], [-16.27543, 33.74898, 13.44353], [-15.68464, 31.62108, 12.24019], [-16.66563, 33.98764, 10.90607], [-17.30265, 32.34758, 10.68809], [-13.35820, 35.98769, 15.32471], [-12.00848, 35.54136, 15.91600], [-10.79920, 36.19458, 15.32572], [-10.32987, 36.94928, 16.37162], [-10.91197, 36.68964, 17.59533], [-10.76235, 37.35222, 18.62493], [-11.92652, 35.87831, 17.31371], [-13.33622, 37.07093, 15.20553], [-14.20540, 35.72528, 15.95834], [-13.45440, 35.59061, 14.31418], [-11.87484, 34.46546, 15.80345], [-11.10561, 36.78373, 14.46136], [-10.11243, 35.42904, 14.96463], [-9.78897, 30.73335, 19.09757], [-10.19310, 31.27941, 17.74434], [-10.26648, 32.78120, 17.72758], [-9.42661, 33.13151, 16.60769], [-8.81120, 32.07834, 16.06366], [-8.08669, 32.12747, 15.05360], [-9.16194, 30.99320, 16.77306], [-9.81767, 29.64641, 19.17398], [-10.35704, 31.13339, 19.93743], [-8.74628, 31.04283, 19.16907], [-11.13960, 30.85972, 17.40360], [-9.95712, 33.10106, 18.72261], [-11.32865, 33.00949, 17.63940], [-20.94838, 31.51469, 17.28500], [-19.66544, 30.71398, 17.41032], [-19.56613, 30.01831, 18.73881], [-19.29637, 28.67718, 18.47645], [-19.30407, 28.46453, 17.13981], [-19.22137, 27.38067, 16.55779], [-19.55867, 29.62225, 16.50165], [-21.82995, 30.90944, 17.49619], [-21.01375, 31.97578, 16.29950], [-20.88672, 32.37191, 17.95543], [-18.71595, 31.24591, 17.35028], [-20.46020, 30.22334, 19.32764], [-18.75709, 30.45456, 19.32467], [-13.02878, 32.54216, 22.39369], [-13.34995, 31.50030, 21.33693], [-13.78361, 30.18372, 21.85613], [-14.90148, 29.87805, 21.10343], [-15.29977, 30.89881, 20.39404], [-16.35271, 31.07989, 19.75678], [-14.43391, 31.91043, 20.57933], [-13.89811, 32.73569, 23.02211], [-12.78825, 33.53257, 22.00725], [-12.19013, 32.19473, 22.99706], [-12.57591, 31.32354, 20.59013], [-14.16715, 30.23008, 22.87537], [-13.06975, 29.36479, 21.76750], [-12.45081, 29.43322, 15.25962], [-13.17625, 28.74162, 16.43590], [-12.97110, 27.23743, 16.55617], [-12.44812, 27.08670, 17.86488], [-12.38529, 28.23507, 18.47856], [-12.01080, 28.35711, 19.61538], [-12.66737, 29.23318, 17.64234], [-12.54539, 30.51907, 15.26920], [-12.82685, 29.05580, 14.30870], [-11.40209, 29.13910, 15.21722], [-14.25637, 28.88023, 16.48293], [-12.28387, 26.92409, 15.77028], [-13.88997, 26.67985, 16.37485], [-15.31452, 31.86009, 16.86147], [-15.31977, 31.45317, 15.11917], [-13.88006, 32.84512, 17.21518], [-16.16373, 32.53890, 16.93990], [-15.27109, 30.95560, 17.46820], [-18.31887, 34.82777, 18.96138], [-18.83113, 34.71434, 17.21914], [-19.48542, 33.96537, 19.99574], [-17.35936, 34.31083, 18.97545], [-18.16081, 35.83791, 19.33919], [-16.86972, 26.12583, 20.61486], [-15.45355, 26.08465, 20.70262], [-15.07538, 26.60324, 19.50326], [-16.05745, 27.41964, 19.06332], [-15.96182, 28.16641, 18.09995], [-17.11176, 27.27406, 19.83119], [-15.11126, 24.79157, 20.80493], [-17.12258, 26.28255, 21.66347], [-17.34626, 25.21342, 20.25636], [-15.11958, 26.68372, 21.54979]]}

Record 5
{"formula": "C5H5NO", "method": "the ωB97M-V functional and the def2-TZVPD basis", "e_above_lowest_ev": 3.1882, "orbital_gap_ev": 9.930, "e_homo_ev": -9.987, "smiles": "C#CC(=O)[C@H]1CN1", "elements": ["C", "C", "C", "O", "C", "C", "N", "H", "H", "H", "H", "H"], "coordinates": [[3.04786, -0.16218, -0.25373], [1.95458, -0.05922, 0.24194], [0.57478, 0.02213, 0.71442], [0.28177, 0.01914, 1.89383], [-0.44471, 0.21711, -0.36856], [-1.79946, -0.42503, -0.36898], [-1.63989, 0.94615, 0.05712], [4.00817, -0.29248, -0.70703], [-0.01612, 0.51101, -1.32373], [-2.08071, -1.16916, 0.37239], [-2.28788, -0.54316, -1.33602], [-1.59839, 0.93570, 1.07837]]}

Record 6
{"formula": "C14H13ClN2O2", "method": "the ωB97M-V functional and the def2-TZVPD basis", "e_above_lowest_ev": 0.9370, "orbital_gap_ev": 9.446, "e_homo_ev": -8.846, "smiles": "O=C(COc1ccc(Cl)cc1)NCc1ccncc1", "elements": ["O", "C", "C", "O", "C", "C", "C", "C", "Cl", "C", "C", "N", "C", "C", "C", "C", "N", "C", "C", "H", "H", "H", "H", "H", "H", "H", "H", "H", "H", "H", "H", "H"], "coordinates": [[-3.14702, 0.74755, 1.65920], [-2.57134, 0.18450, 0.75415], [-2.76356, -1.31047, 0.46127], [-1.68290, -1.89758, -0.22830], [-0.47745, -1.99310, 0.40997], [-0.21858, -1.53442, 1.69698], [1.04932, -1.67022, 2.23725], [2.05919, -2.25813, 1.49648], [3.64194, -2.41836, 2.17528], [1.81240, -2.71833, 0.21099], [0.54978, -2.58461, -0.32671], [-1.72246, 0.78623, -0.09507], [-1.34427, 2.18006, 0.03372], [-0.64465, 2.64731, -1.20869], [0.50990, 2.00579, -1.64886], [1.12113, 2.45799, -2.80714], [0.66747, 3.47415, -3.52013], [-0.42443, 4.08702, -3.10050], [-1.11927, 3.71516, -1.95887], [-3.62584, -1.42504, -0.20244], [-2.98082, -1.83085, 1.40113], [-0.98782, -1.06574, 2.28963], [1.24789, -1.31469, 3.23586], [2.60321, -3.17655, -0.36132], [0.33271, -2.93648, -1.32279], [-1.28152, 0.24261, -0.82177], [-0.67638, 2.29597, 0.89906], [-2.24728, 2.76553, 0.22957], [0.92928, 1.17805, -1.09488], [2.01959, 1.98673, -3.18298], [-0.76045, 4.91403, -3.71182], [-2.00967, 4.24602, -1.65946]]}

Number 1: calculated total energy -531.3442 hartree. Number 2: calculated total energy -74.4123 hartree. Number 3: calculated total energy -3519.1416 hartree. Number 4: calculated total energy -4651.5255 hartree. Number 5: calculated total energy -323.4025 hartree. Number 6: calculated total energy -1261.4896 hartree.